The following is a DFT calculation (the ωB97M-V functional and the def2-TZVPD basis) of an isolated molecule of C21H23NO4 in a non-equilibrium geometry.

Structure (ORCA input):
```
! RIJCOSX wB97M-V def2-TZVPD def2/J DEFGRID3
* xyz 0 1
H 2.09087 1.83749 -1.06175
C -1.70544 -2.97270 -1.45666
H 2.18005 3.59463 -0.41509
H 2.22691 3.31023 -2.12951
H 1.09726 -4.55917 -2.20596
H -2.46243 -3.09289 0.48526
C -0.36200 -3.77440 -3.74174
H -3.74733 3.83896 -0.04142
H 3.37550 2.81124 3.63466
C 4.13671 2.28163 3.02758
H 4.54468 3.01943 2.32483
H -3.14793 2.13039 0.42246
N 0.00414 4.18982 -1.78891
H 2.45735 -1.44270 1.84781
C -2.41992 -2.29685 -0.26723
O 0.82144 -0.44139 2.86242
C 0.12192 0.88207 1.03344
H 2.28519 -1.66412 3.58119
C -2.21805 -2.56834 -2.77578
C -1.32428 0.00151 -0.59523
H -1.96312 0.13628 -1.45682
O -1.40836 4.23894 -1.51497
H -3.71925 2.65781 -1.22169
C -0.68661 -1.37914 1.26597
H -0.18300 -4.06578 -0.24993
C -0.66643 2.39284 -0.71870
C -3.17585 2.94662 -0.30081
O 3.46261 1.15392 2.34538
C 0.42026 3.10731 -1.22514
H -4.15458 -1.33983 0.16073
C -0.59877 1.09044 -0.10454
H 4.93039 1.95752 3.66514
C -1.49024 -3.02736 -3.90848
C -0.65569 -3.79130 -1.19378
H 0.51591 1.71332 1.59283
O -3.72129 -1.83630 -0.54246
C 3.14741 0.14948 3.34118
H -1.90439 -2.86096 -5.02147
C -1.45618 -1.16382 0.10477
C 0.16725 -0.39015 1.69461
H -0.94832 -2.34605 1.84031
C 1.81989 2.93997 -1.19309
H -3.05939 -1.86745 -2.77681
H 2.69034 0.74268 4.12650
C -1.79580 3.15388 -0.82716
H 4.15982 -0.22613 3.64196
C 0.06030 -4.10744 -2.42430
C 2.18061 -0.92104 2.81064
H 0.07783 -4.14312 -4.65023
*
```

total energy	-1169.57177	Ha
E_LUMO	0.54	eV
relative energy (zero: lowest compared OMol25 entry of this formula, charge and spin)	162.58	kcal per mole
structure (SMILES)	COCCOc1cc(-c2c(C)noc2C)cc([C@@H](O)c2ccccc2)c1
frontier orbital gap	9.1	eV